# 1
# C4H12N2O

A cluster of 2 separate species, C4H12N2O in total at a distorted geometry (wB97M-V/def2-TZVPD, OMol25).

For the frontier orbital gap, the calculation gives 9.05 eV. For the HOMO energy, the calculation gives -8.1 eV. Its molar mass is 104.15 g mol⁻¹. As for the total energy: -344.292025 a.u. The relative energy (zero: lowest compared OMol25 entry of this formula, charge and spin) comes out at 58.36 kcal per mole. As for the net charge: 0. The SMILES is CCC/N=C/N.O.

Geometry (Å):
C -2.91386 0.40757 0.35190
C -1.40770 0.21243 0.37038
C -0.78344 0.66527 -0.97562
N 1.86988 -1.31571 -2.19094
C 0.97154 -0.89534 -1.25132
N 0.64454 0.32249 -1.08068
H -3.51464 -0.41136 -0.06361
H -3.17697 1.36012 -0.16887
H -3.39062 0.72365 1.28983
H -1.07395 -0.81779 0.59704
H -0.81146 0.80363 1.07768
H -1.36132 0.23926 -1.79340
H -0.98111 1.72691 -1.09955
H 1.69453 -2.12760 -2.75976
H 2.19805 -0.54239 -2.75631
H 0.63561 -1.63802 -0.49214
H 1.95174 0.33949 2.99917
H 2.20180 0.92372 4.36900
O 1.52646 0.50022 3.85078


# 2
# C4H37NO15

A cluster of 14 separate species, C4H37NO15 in total at a distorted geometry (wB97M-V/def2-TZVPD, OMol25).

For the frontier orbital gap, the calculation gives 10.09 eV. For the HOMO energy, the calculation gives -10.0 eV. Its molar mass is 339.33 g mol⁻¹. As for the total energy: -1357.839651 a.u. The relative energy (zero: lowest compared OMol25 entry of this formula, charge and spin) comes out at 151.73 kcal per mole. As for the net charge: 0.

Geometry (Å):
C 0.29648 1.03782 1.45594
O -0.22399 -0.24331 2.00132
C -0.85239 1.69150 0.60547
C -0.17734 2.92951 0.00376
C -1.05845 3.59165 -1.03861
O 1.02694 2.44980 -0.60040
N -1.39866 0.82938 -0.53546
H 1.01429 0.56951 0.77738
H 0.62930 1.62060 2.38507
H -1.77647 1.84314 1.19895
H 0.17920 3.61071 0.94791
H -0.71085 3.55406 -2.03342
H -1.04230 4.67636 -0.69092
H -2.11681 3.22070 -1.07247
H 0.76890 1.76172 -1.31117
H -0.94780 1.07430 -1.39237
H -1.23883 -0.18268 -0.32140
H 0.64572 -0.90359 2.23262
H -2.89182 -2.36274 -1.71684
H -1.85471 -3.43779 -1.99941
O -2.28804 -2.74895 -2.47021
H 1.68071 -2.22829 1.70873
H 2.14306 -1.84170 0.21071
O 2.07993 -1.50904 1.21075
H 4.28820 2.77164 -0.11580
H 3.02626 1.80852 -0.06906
O 4.00679 1.88376 0.02838
H -2.50347 -1.92287 0.69400
H -1.15289 -1.48223 1.29855
O -1.58729 -2.26338 0.91440
H 1.25759 -1.58767 -2.00868
H 1.14295 -2.80795 -1.24571
O 1.75804 -2.08709 -1.41251
H -1.03453 -1.51934 -2.39815
H -0.44988 -1.98101 -3.62712
O -0.17977 -1.42904 -2.79627
H 1.54322 1.15469 -2.95197
H 0.11511 0.20779 -2.96234
O 0.50700 1.06733 -2.92026
H -2.97941 0.86042 1.99872
H -3.21410 1.07033 3.41263
O -3.72820 1.22613 2.58593
H 3.69547 0.59626 -3.43915
H 3.62497 1.32298 -2.09280
O 3.19487 0.69494 -2.58028
H 4.57275 0.21965 2.75289
H 3.54740 0.99679 2.15420
O 3.82905 0.71990 3.00793
H -1.15363 -3.52922 -0.17391
H 0.18365 -4.69516 -0.20750
O -0.40481 -4.01634 -0.72556
H -4.63516 -1.45157 -0.68778
H -3.31509 -0.51597 -0.63848
O -3.67778 -1.36171 -0.50460
H -1.08107 -1.01519 4.56606
H -1.16065 0.38749 3.63092
O -1.59504 -0.02941 4.35838


# 3
# C30H39NO8PS4Y

A structure of composition C30H39NO8PS4Y (wB97M-V/def2-TZVPD, OMol25).

For the frontier orbital gap, the calculation gives 7.97 eV. For the HOMO energy, the calculation gives -7.7 eV. Its molar mass is 789.79 g mol⁻¹. As for the total energy: -3795.865532 a.u. The relative energy (zero: lowest compared OMol25 entry of this formula, charge and spin) comes out at 2.85 kcal per mole. As for the net charge: 0.

Geometry (Å):
Y 0.75252 -0.26153 0.25710
S -1.60252 0.55418 -0.91942
C -1.43175 -0.97129 -1.72071
C -2.25207 -1.36839 -2.79381
C -2.05462 -2.58978 -3.38771
C -1.03902 -3.42943 -2.92250
C -0.27774 -2.98372 -1.86731
N -0.46156 -1.79889 -1.27291
H -3.02472 -0.69177 -3.13044
H -2.68268 -2.90006 -4.21378
H -0.85658 -4.39933 -3.36229
H 0.51167 -3.60326 -1.46064
C -0.26394 0.57035 9.51009
C -1.55938 1.07644 10.08435
O -1.78279 1.15361 11.26257
S -2.86046 1.59393 8.96361
C -2.16571 1.31859 7.35279
C -1.45944 2.33039 6.70975
C -0.91781 2.11430 5.45401
C -1.08000 0.88392 4.81296
C -1.81204 -0.11845 5.45789
C -2.35287 0.09676 6.71298
C -0.51622 0.63177 3.52111
C -0.00299 0.38431 2.44171
H 0.19757 1.32843 8.87772
H -0.44269 -0.30456 8.88506
H 0.39572 0.31396 10.33532
H -1.33451 3.28709 7.20081
H -0.36919 2.90014 4.95200
H -1.95766 -1.06447 4.95077
H -2.92445 -0.68039 7.20453
C 3.37629 1.36018 2.72299
S 3.35621 0.96212 1.01032
O 3.04328 -0.49603 0.92036
O 4.61923 1.33219 0.43580
O 2.17411 1.64595 0.43072
H 4.18080 0.79391 3.18681
H 2.40211 1.10013 3.13539
H 3.56469 2.42837 2.80575
C 6.96234 -4.20102 -1.89455
C 5.99839 -3.05765 -2.04928
C 6.37937 -1.75295 -1.76531
C 5.47827 -0.70189 -1.88386
C 4.19252 -0.96945 -2.31770
C 3.78042 -2.26722 -2.59956
C 4.68602 -3.30133 -2.46423
S 3.03134 0.36836 -2.40015
C 2.72992 0.39363 -4.16051
O 1.74041 -0.21191 -1.85082
H 7.95949 -3.84606 -1.64005
H 7.03028 -4.78153 -2.81552
H 6.63303 -4.87859 -1.10481
H 7.38715 -1.55259 -1.42335
H 5.75799 0.30446 -1.60157
H 2.75586 -2.45789 -2.89857
H 4.37723 -4.31805 -2.67884
H 2.38650 -0.59110 -4.47285
H 3.65360 0.66962 -4.66672
H 1.95951 1.14283 -4.33364
C 1.37548 -2.39920 4.81378
C 0.44326 -3.58423 4.65584
O 0.28415 -3.98845 3.27983
P -0.48061 -2.92859 2.31932
O 0.83658 -2.38162 1.43356
C 1.79901 -3.31172 0.85871
C 2.98993 -3.54921 1.75953
O -1.08610 -4.01171 1.26911
C -2.36719 -3.65861 0.69407
C -3.48346 -4.33918 1.45235
H 1.47940 -2.15402 5.87205
H 0.99061 -1.51698 4.29496
H 2.36282 -2.63003 4.41231
H -0.54230 -3.36120 5.07540
H 0.83034 -4.46473 5.16639
H 2.12647 -2.85764 -0.08084
H 1.27705 -4.24191 0.63055
H 3.42925 -2.60213 2.06469
H 3.73914 -4.11027 1.19512
H 2.70755 -4.13215 2.63231
H -2.33193 -3.97990 -0.34541
H -2.49643 -2.57129 0.70268
H -3.33678 -5.41905 1.45926
H -4.44365 -4.11623 0.98477
H -3.51624 -3.98525 2.48395